Record 1
ORCA calculation (ωB97M-V/def2-TZVPD) on C6H14O3Pt as an isolated structure at a distorted geometry.

The multiplicity is 3. The energy is -581.0417 a.u. As for the HOMO-LUMO gap (spin up / spin down): 6.7 / 7.2 eV. Its energy above the lowest of the compared OMol25 structures with the same formula, charge and spin is 3.986 eV. The value obtained for the HOMO energy (spin up / spin down) is -16.93 / -17.63 eV. The net charge is +2.

Cartesian coordinates (Å):
H -4.06109 1.22087 -0.32721
C -4.93659 0.39660 -0.82623
H -5.39501 -0.59850 -0.89836
H -4.67424 0.55874 -1.87857
H -5.78135 0.93421 -0.37476
C -2.39076 2.32233 0.51756
O -1.52419 1.52118 1.01614
C -1.56231 1.20441 2.44263
C -1.18841 -0.24148 2.65332
O -1.88703 -1.11707 1.78698
C -2.94369 -1.97856 2.25599
C -4.12398 -1.80154 1.30771
O -3.76640 -1.64044 -0.03653
H -3.08512 2.82140 1.20614
H -2.08792 2.77952 -0.43048
H -2.57352 1.41894 2.81136
H -0.82663 1.86398 2.91707
H -1.42500 -0.51887 3.68944
H -0.12716 -0.37862 2.41427
H -3.23240 -1.71952 3.28293
H -2.54564 -3.00214 2.26170
H -4.63044 -0.87306 1.63085
H -4.81241 -2.65134 1.45430
Pt -1.96371 -1.02295 -0.05800

Cartesian forces (eV/Å) of the 2 atoms listed first:
H -1.18 -3.23 -0.28
C -0.27 3.43 -0.44



Record 2
ORCA calculation (ωB97M-V/def2-TZVPD) on C37H53N4O4PbSTe as an isolated structure.

The multiplicity is 2. The energy is -2820.6473 a.u. As for the HOMO-LUMO gap (spin up / spin down): 7.2 / 7.0 eV. The value obtained for the HOMO energy (spin up / spin down) is -6.69 / -7.55 eV.

Cartesian coordinates (Å):
Pb -0.08152 0.52028 0.10338
C -1.91072 4.69203 -2.06434
C -0.39681 4.82491 -2.02447
S 0.43112 3.21943 -2.04900
O 1.89382 3.48832 -2.00720
C 0.01842 2.73183 -3.74080
C 0.98387 1.65900 -4.21468
H -2.37540 5.67316 -1.96507
H -2.27191 4.06459 -1.24797
H -2.25502 4.25656 -3.00211
H -0.05948 5.27740 -1.09113
H 0.00143 5.41927 -2.85000
H 0.05937 3.62549 -4.36973
H -1.00115 2.34613 -3.70258
H 2.01499 1.98451 -4.07985
H 0.81479 1.46138 -5.27450
H 0.81755 0.73899 -3.65779
C 2.75343 -2.74941 -1.95361
N 3.04118 -3.11285 -0.58036
C 3.78013 -4.34556 -0.38144
C 4.49689 -4.32649 0.95231
C 3.50063 -3.97600 2.03754
N 2.82661 -2.73190 1.71588
C 2.34212 -1.94780 2.83269
C 2.59061 -2.31827 0.43603
O 1.98094 -1.26825 0.20013
H 3.67014 -2.47545 -2.48308
H 2.07151 -1.90610 -1.97016
H 2.29295 -3.59472 -2.47219
H 4.49509 -4.44518 -1.20101
H 3.10291 -5.20770 -0.43967
H 5.28921 -3.57498 0.93198
H 4.95500 -5.29528 1.15105
H 4.00656 -3.84385 2.99570
H 2.76991 -4.78506 2.16796
H 3.17675 -1.55928 3.42312
H 1.71447 -2.56340 3.48394
H 1.75038 -1.11567 2.46657
C -0.46150 2.13986 2.88337
O -1.19043 1.27685 2.05904
H 0.59241 2.23932 2.57196
H -0.44575 1.78739 3.92802
H -0.89049 3.15115 2.89718
C -3.62596 0.41276 9.05220
C -3.14202 0.09716 7.66472
C -2.24438 -0.93463 7.43466
C -1.79473 -1.24262 6.15337
C -0.83200 -2.38850 5.99091
C -2.27189 -0.49571 5.06701
Te -1.55464 -1.02091 3.08342
N -1.65160 -1.09717 0.69055
C -2.65494 -1.38651 -0.02274
O -2.63476 -1.57194 -1.36308
C -4.03394 -1.62909 0.49575
C -4.70607 -2.80732 0.18518
C -5.98064 -3.02814 0.68105
C -6.60151 -2.06016 1.45967
C -5.93927 -0.87715 1.75058
C -4.65099 -0.66488 1.27873
C -2.54598 -2.90971 3.12030
C -3.78858 -3.01042 3.73854
C -4.48364 -4.20736 3.74147
C -3.93481 -5.31783 3.11598
C -2.69999 -5.21838 2.49807
C -1.98297 -4.02113 2.48441
C -0.65572 -3.98371 1.77283
C -3.17156 0.55255 5.27533
C -3.73835 1.38227 4.15692
C -3.58662 0.83192 6.57452
H -3.03106 -0.10268 9.80555
H -4.66617 0.10676 9.18213
H -3.57439 1.48365 9.25306
H -1.87338 -1.51436 8.27372
H -0.39767 -2.66046 6.95311
H -0.01589 -2.14308 5.30913
H -1.33520 -3.26920 5.58418
H -4.22263 -3.55123 -0.43516
H -6.49106 -3.95629 0.45723
H -7.60195 -2.22774 1.83839
H -6.42718 -0.11547 2.34607
H -4.11785 0.24908 1.50931
H -4.22066 -2.14209 4.22188
H -5.45160 -4.26827 4.22269
H -4.46633 -6.26126 3.11047
H -2.26912 -6.08968 2.01677
H -0.17894 -4.96486 1.80885
H 0.02836 -3.25581 2.21344
H -0.78008 -3.70131 0.72562
H -3.04239 1.49400 3.32439
H -4.00408 2.37449 4.52293
H -4.65060 0.91936 3.77411
H -4.27784 1.65377 6.73379
C -1.10308 -2.93200 -3.47958
C -1.79293 -1.57218 -3.55795
C -1.71899 -0.83980 -2.23874
N -1.06518 0.15984 -1.94768
H -1.11557 -3.43164 -4.44905
H -1.59848 -3.57965 -2.75570
H -0.06154 -2.81651 -3.17190
H -2.83983 -1.69955 -3.84155
H -1.31156 -0.94059 -4.30409

Cartesian forces (eV/Å) of the 2 atoms listed first:
Pb 0.15 0.05 -0.01
C -0.05 0.01 0.00



Record 3
ORCA calculation (ωB97M-V/def2-TZVPD) on a 9-piece molecular cluster, C53H119N5O9S4 overall at a distorted geometry.

The energy is -4633.9518 a.u. As for the HOMO-LUMO gap: 8.1 eV. Its energy above the lowest of the compared OMol25 structures with the same formula, charge and spin is 0.000 eV. The value obtained for the HOMO energy is -7.64 eV.

Cartesian coordinates (Å):
C 1.63622 -4.69854 3.91224
S 0.06912 -4.63384 3.03503
O 0.35584 -3.58563 2.07226
C 0.20957 -6.24922 2.13202
H 2.18488 -3.75864 3.97271
H 2.29407 -5.41167 3.41547
H 1.51758 -5.01152 4.94958
H -0.73534 -6.67079 1.78922
H 0.66861 -6.85486 2.91341
H 0.89715 -6.11627 1.29676
C -1.78053 -0.58228 4.14187
S -3.16385 -0.49493 5.41519
O -4.35900 0.26627 4.78223
C -3.65653 -2.20645 4.94027
H -1.12304 0.28630 4.17891
H -2.11764 -0.65697 3.10801
H -1.05523 -1.38174 4.29321
H -4.06360 -2.22172 3.92925
H -4.44571 -2.50220 5.63152
H -2.85210 -2.94150 4.91375
C 2.24896 -4.27223 -0.57817
S 3.60041 -4.51959 0.69463
O 3.39321 -5.92997 1.29869
C 5.17212 -4.57615 -0.21459
H 2.78214 -4.00749 -1.49126
H 1.70072 -3.34047 -0.43908
H 1.67239 -5.19170 -0.67940
H 5.89622 -4.72221 0.58695
H 5.43132 -3.61045 -0.64857
H 5.28974 -5.44781 -0.85839
C -3.26100 2.98092 3.31227
S -1.64699 3.13735 4.25415
O -0.59226 3.37773 3.18658
C -1.95492 4.77794 5.03141
H -3.38910 3.83051 2.64153
H -4.10420 2.85963 3.99227
H -3.24174 2.10048 2.66996
H -1.09521 5.22244 5.53285
H -2.77547 4.69854 5.74449
H -2.12922 5.51946 4.25176
C -3.63660 -5.57195 -0.48822
C -2.90543 -4.29932 -1.01193
C -3.31542 -4.08126 -2.52646
C -4.69019 -3.35876 -2.64440
C -4.62044 -1.99736 -1.85508
C -4.24805 -2.14215 -0.32979
N -3.13742 -3.07918 -0.18983
O -2.65097 -3.25661 1.12337
C -3.87337 -0.83626 0.21532
C -5.50807 -2.70785 0.45705
C -1.41697 -4.57806 -0.96440
H -3.54877 -6.40470 -1.18602
H -4.68325 -5.38630 -0.24705
H -3.10951 -5.83317 0.42941
H -2.62337 -3.40556 -3.02905
H -3.27781 -4.99600 -3.11802
H -5.57183 -3.98998 -2.53316
H -4.72964 -3.41406 -3.73228
H -5.61683 -1.57457 -1.98373
H -3.89389 -1.34780 -2.34323
H -4.71464 -0.15174 0.10665
H -3.77891 -0.78937 1.30021
H -3.02934 -0.30719 -0.22716
H -6.33907 -2.06551 0.16562
H -5.92345 -3.66358 0.13744
H -5.51317 -2.62880 1.54417
H -1.12286 -5.28538 -1.73983
H -1.06618 -5.17913 -0.12549
H -0.88184 -3.62854 -0.95186
H -1.71132 -3.11328 0.98882
C 3.03318 0.41937 11.37653
C 2.34223 0.86939 10.10308
C 3.47874 1.63872 9.29795
C 3.35028 1.68376 7.75270
C 3.12459 0.27891 7.26748
C 1.92511 -0.42564 7.81667
N 1.91866 -0.27297 9.34188
O 1.01470 -1.14223 9.99761
C 0.71331 0.17740 7.14452
C 2.11320 -1.88623 7.49055
C 1.24694 1.92350 10.28265
H 2.39139 -0.18022 12.02205
H 3.37343 1.23410 12.01570
H 3.92778 -0.16887 11.17215
H 3.53925 2.70138 9.53287
H 4.43301 1.14168 9.47238
H 4.26878 2.06010 7.30234
H 2.51211 2.33589 7.50713
H 4.04385 -0.27583 7.45541
H 3.05643 0.14878 6.18742
H -0.22549 -0.24459 7.50323
H 0.49074 1.22779 7.33229
H 0.74607 0.12041 6.05650
H 2.82424 -2.49524 8.04879
H 1.12281 -2.33484 7.56790
H 2.33924 -2.04069 6.43549
H 0.44745 1.31000 10.69801
H 0.97875 2.39753 9.33847
H 1.47550 2.74884 10.95694
H 1.57962 -1.88390 10.22650
C -3.86470 2.81204 -8.56732
C -3.44795 1.31721 -8.29772
C -2.22118 0.97509 -9.09350
C -1.51291 -0.26190 -8.69583
C -1.02668 -0.17433 -7.19589
C -2.16510 0.17702 -6.26104
N -3.07941 1.16979 -6.85376
O -4.09880 1.56827 -5.93622
C -2.92118 -1.10467 -5.69633
C -1.38173 0.76061 -5.01665
C -4.64979 0.39659 -8.57293
H -3.13592 3.60809 -8.71991
H -4.42979 2.94949 -9.48920
H -4.47617 3.33178 -7.82971
H -2.49534 0.91078 -10.14650
H -1.53943 1.81363 -9.23549
H -2.22472 -1.08737 -8.70007
H -0.63968 -0.41654 -9.32959
H -0.08170 0.34814 -7.04709
H -0.66046 -1.15622 -6.89609
H -2.33506 -1.94988 -5.33551
H -3.72639 -1.45236 -6.34352
H -3.48959 -0.88364 -4.79292
H -0.74602 0.09589 -4.43175
H -1.93354 1.28068 -4.23362
H -0.72205 1.51879 -5.43864
H -4.50318 -0.67356 -8.42670
H -5.53645 0.80129 -8.08492
H -4.94097 0.33057 -9.62124
H -3.75432 2.44465 -5.74942
C 4.43010 3.78071 -5.65555
C 3.66060 4.75744 -4.71219
C 3.52207 6.10578 -5.43285
C 2.50273 6.11055 -6.62824
C 1.14081 5.65663 -6.05468
C 1.17348 4.29808 -5.25194
N 2.35398 4.19612 -4.39595
O 2.36549 3.02767 -3.58049
C -0.06552 4.22673 -4.33724
C 1.15781 3.08073 -6.14558
C 4.54163 5.02468 -3.48440
H 4.39212 2.79504 -5.19175
H 5.44491 4.09387 -5.90089
H 3.91576 3.70347 -6.61345
H 3.07546 6.87449 -4.80218
H 4.48198 6.44448 -5.82267
H 2.81382 5.49819 -7.47461
H 2.32875 7.08359 -7.08761
H 0.54921 5.43295 -6.94242
H 0.67843 6.51671 -5.57035
H -0.20620 5.20216 -3.87157
H -0.95706 4.03677 -4.93488
H -0.08749 3.41098 -3.61464
H 0.19437 2.87140 -6.61041
H 1.74789 3.25739 -7.04485
H 1.53964 2.18415 -5.65727
H 3.92857 5.50473 -2.72164
H 5.34147 5.72951 -3.71150
H 4.97905 4.11553 -3.07182
H 2.03924 3.39134 -2.75411
C 0.55934 1.40607 -0.29593
C 1.18330 -0.01395 -0.34112
C 2.55327 0.15943 -1.08623
C 3.61229 0.76280 -0.15641
C 3.84930 0.01521 1.17772
C 2.49869 -0.14381 1.99033
N 1.43412 -0.60525 1.03207
O 0.23725 -0.97423 1.66581
C 2.71611 -1.13156 3.09295
C 2.13128 1.28062 2.67677
C 0.20758 -0.87516 -1.17556
H -0.21557 1.56570 0.45383
H 0.27345 1.66376 -1.31572
H 1.34633 2.10905 -0.02287
H 2.91946 -0.80676 -1.43333
H 2.50709 0.76210 -1.99328
H 3.47240 1.81600 0.08713
H 4.58369 0.77734 -0.65064
H 4.55947 0.49540 1.85091
H 4.27831 -0.96698 0.97938
H 2.66309 -2.11969 2.63591
H 3.70680 -0.98319 3.52263
H 1.78407 -1.14799 3.65785
H 2.39726 2.04259 1.94413
H 1.07670 1.37120 2.93706
H 2.77182 1.43486 3.54512
H -0.22868 -0.36759 -2.03588
H -0.70498 -1.09480 -0.62140
H 0.56060 -1.84110 -1.53674
H 0.09903 -1.90528 1.47699

Cartesian forces (eV/Å) of the 2 atoms listed first:
C 0.78 -1.05 0.81
S -0.09 -1.75 1.10



Record 4
ORCA calculation (ωB97M-V/def2-TZVPD) on one molecule with the formula C15H17N3O4 at a distorted geometry.

As for the structure (SMILES): Cc1ccc(CN(C)CC(=O)Nc2cccc([N+](=O)[O-])c2)o1. The energy is -1046.9329 a.u. As for the HOMO-LUMO gap: 7.9 eV. Its energy above the lowest of the compared OMol25 structures with the same formula, charge and spin is 4.794 eV. The value obtained for the HOMO energy is -8.21 eV.

Cartesian coordinates (Å):
C -0.42144 -3.08423 0.01572
C 0.34851 -2.05485 0.75931
C 0.02944 -1.25724 1.81938
C 1.16372 -0.44590 2.06742
C 2.09926 -0.80372 1.14218
C 3.46192 -0.27584 0.84908
N 3.44066 0.78080 -0.16899
C 4.75082 1.39006 -0.30023
C 2.93301 0.29240 -1.44284
C 1.40711 0.25462 -1.47619
O 0.78223 -0.47715 -2.20415
N 0.86913 1.18871 -0.63765
C -0.44428 1.31787 -0.21533
C -0.75691 2.35071 0.67237
C -2.04453 2.51246 1.14920
C -3.04556 1.63844 0.76691
C -2.72397 0.60261 -0.10130
N -3.74320 -0.35282 -0.45336
O -3.38278 -1.42003 -0.90206
O -4.89877 -0.04238 -0.25670
C -1.44593 0.43660 -0.61117
O 1.60702 -1.78730 0.35389
H -1.47513 -2.82012 -0.01902
H -0.03828 -3.14880 -0.99970
H -0.32295 -4.06179 0.48783
H -0.89783 -1.24421 2.35444
H 1.26749 0.30019 2.82899
H 3.87337 0.15807 1.76319
H 4.10791 -1.11121 0.53056
H 5.05320 1.79102 0.66633
H 5.51966 0.68243 -0.64020
H 4.69321 2.21253 -1.01174
H 3.30318 -0.71066 -1.70038
H 3.24644 0.97605 -2.23751
H 1.56845 1.71453 -0.11984
H 0.02423 3.02613 0.98928
H -2.26624 3.31838 1.83142
H -4.05478 1.73162 1.13528
H -1.23392 -0.36992 -1.29454

Cartesian forces (eV/Å) of the 2 atoms listed first:
C 0.26 -0.01 0.03
C -0.79 0.16 0.52